Here is C16H25N3O4S in the gas phase from the OMol25 dataset. Energies are from ωB97M-V/def2-TZVPD.

Values from the calculation:
Energy above the lowest of the compared OMol25 structures with the same formula, charge and spin (eV): 1.804
Calculated total energy (Ha): -1488.10280
LUMO level (eV): 0.52
HOMO-LUMO gap (eV): 8.84
E_HOMO (hartree): -0.3056

Last column: natural (NBO) charge in e.
CARTESIAN COORDINATES (ANGSTROEM)
C1 -1.643 -0.787 -1.019  -0.22
H1 -0.892 -0.356 -1.658  0.26
H2 4.345 -0.661 2.097  0.20
N1 -4.752 0.210 0.331  -0.44
O1 -0.323 -4.383 -1.061  -0.94
C2 -5.971 0.077 1.080  -0.42
H3 4.669 0.922 2.798  0.22
O2 0.631 -2.342 -2.041  -0.95
H4 -2.249 -3.692 0.613  0.25
H5 4.282 1.213 -0.845  0.17
C3 -2.440 -2.683 0.287  -0.16
H6 -4.342 -2.478 1.282  0.23
H7 3.056 0.474 -1.881  0.20
C4 -2.792 -0.125 -0.649  0.24
H8 -6.571 -0.746 0.688  0.21
H9 0.978 1.586 -2.391  0.19
H10 0.426 -0.857 0.784  0.21
H11 1.580 -1.566 1.928  0.20
H12 -0.847 2.322 -0.889  0.21
C5 0.185 2.362 -0.547  -0.62
C6 -4.409 1.349 -0.372  0.87
H13 3.362 -1.519 0.241  0.16
H14 0.403 1.477 0.044  0.22
H15 1.550 -3.551 0.544  0.40
H16 2.719 3.150 -0.458  0.19
H17 5.141 0.587 1.133  0.21
H18 0.906 3.345 -2.308  0.20
H19 2.257 0.656 2.166  0.19
N2 0.832 -2.843 0.498  -0.86
C7 1.288 -1.522 0.876  -0.24
C8 4.379 0.405 1.887  -0.64
H20 3.201 2.905 -2.133  0.21
C9 2.429 -0.981 0.002  -0.24
H21 0.299 3.238 0.088  0.20
O3 -3.203 1.135 -0.970  -0.43
H22 2.170 -1.207 -1.034  0.24
C10 3.196 1.106 -1.001  -0.21
H23 -5.752 -0.104 2.134  0.21
C11 -1.500 -2.075 -0.526  -0.36
C12 3.012 0.924 1.421  -0.21
S1 -0.023 -2.989 -0.938  2.31
H24 -6.520 1.011 0.976  0.25
C13 -3.599 -2.015 0.654  -0.28
H25 3.048 2.014 1.372  0.20
N3 2.547 0.458 0.127  -0.47
C14 1.136 2.444 -1.735  -0.39
O4 -5.047 2.357 -0.451  -0.59
C15 -3.759 -0.726 0.175  0.20
C16 2.608 2.486 -1.316  -0.40